Density functional theory data (ωB97M-V/def2-TZVPD) for a cluster of 6 separate species, C34H44BBr2FI2N6O4 in total at a distorted geometry.

Structure (XYZ):
```
94
C34H44BBr2FI2N6O4 (ωB97M-V/def2-TZVPD)
C 2.61 4.56 0.42
C 1.75 5.25 -0.75
C 0.16 5.25 -0.48
C -0.63 4.08 -1.26
C -0.47 4.47 -2.79
Br 0.83 3.57 -4.04
C -1.22 5.53 -3.40
C -2.29 6.41 -2.63
Br -0.94 6.00 -5.33
C -2.13 3.85 -0.67
O -2.88 4.65 -0.11
N -2.46 2.42 -0.87
C -1.27 1.54 -1.11
B -1.32 0.98 -2.67
O -0.82 -0.36 -2.95
O -1.86 1.74 -3.76
C -1.41 1.16 -5.04
C -1.15 0.18 -0.29
I 0.75 -0.57 0.54
C -2.27 -0.67 -0.06
C -3.74 -0.35 -0.58
I -2.05 -2.55 1.07
C -0.08 2.61 -0.83
O -0.16 2.69 0.62
F 1.24 2.25 -1.17
H 2.00 4.15 1.28
H 3.26 3.74 -0.05
H 3.37 5.31 0.87
H 2.08 6.35 -0.78
H 2.06 4.78 -1.73
H -0.21 6.30 -0.79
H -0.01 5.22 0.65
H -2.75 7.15 -3.38
H -1.88 7.05 -1.78
H -3.14 5.72 -2.33
H -3.12 2.49 -1.66
H -1.66 -0.88 -3.07
H -0.28 1.02 -5.07
H -1.65 1.86 -5.91
H -1.99 0.20 -5.21
H -3.80 0.05 -1.64
H -4.31 -1.35 -0.58
H -4.33 0.32 0.15
H 0.73 2.47 0.99
N 2.64 7.13 -4.38
C 2.47 8.35 -3.79
C 3.60 9.09 -4.01
C 4.48 8.29 -4.77
C 3.86 7.08 -4.99
H 1.96 6.38 -4.38
H 1.55 8.58 -3.26
H 3.77 10.10 -3.67
H 5.47 8.56 -5.13
H 4.19 6.20 -5.52
N 2.71 -3.79 1.39
C 1.71 -4.39 2.11
C 2.29 -5.22 3.03
C 3.70 -5.12 2.86
C 3.92 -4.23 1.84
H 2.57 -3.13 0.64
H 0.67 -4.17 1.91
H 1.77 -5.84 3.75
H 4.46 -5.65 3.42
H 4.84 -3.87 1.40
N 3.57 -4.48 6.18
C 2.30 -4.16 6.58
C 2.24 -4.31 7.95
C 3.52 -4.72 8.39
C 4.32 -4.82 7.27
H 3.90 -4.46 5.23
H 1.55 -3.85 5.87
H 1.37 -4.13 8.56
H 3.82 -4.93 9.40
H 5.36 -5.10 7.17
N 1.63 -6.99 0.13
C 1.24 -7.53 -1.07
C 0.61 -8.72 -0.81
C 0.63 -8.91 0.60
C 1.26 -7.83 1.15
H 2.12 -6.12 0.24
H 1.43 -7.02 -1.99
H 0.19 -9.39 -1.55
H 0.22 -9.75 1.14
H 1.47 -7.58 2.17
N -5.79 -3.20 1.35
C -6.96 -3.18 0.64
C -7.94 -3.78 1.40
C -7.33 -4.18 2.62
C -6.01 -3.81 2.56
H -4.91 -2.83 1.04
H -7.00 -2.73 -0.34
H -8.97 -3.92 1.11
H -7.81 -4.68 3.44
H -5.21 -3.92 3.28
```

- M: 1044.19 g/mol
- E_HOMO: -8.13 eV
- Net charge: 0

Löwdin population analysis, charges in e, atoms 1 to 6:
1 C -0.116
2 C -0.218
3 C -0.116
4 C -0.202
5 C -0.494
6 Br 0.749